# C6H26NO6

A cluster of 6 separate species, C6H26NO6 in total (ωB97M-V/def2-TZVPD, the OMol25 dataset).

Structure (XYZ):
```
39
C6H26NO6, DFT ωB97M-V/def2-TZVPD
C 2.290 -0.588 0.924
O 3.233 -1.689 1.080
C 1.705 -0.778 -0.515
C 0.335 -0.108 -0.505
C -0.043 0.090 -2.057
C 0.568 1.398 -2.531
C -1.551 0.177 -2.234
N 1.550 -2.253 -0.676
H 1.485 -0.495 1.600
H 3.038 0.195 0.859
H 3.640 -1.676 1.950
H 2.271 -0.326 -1.322
H 0.361 0.924 -0.160
H -0.503 -0.646 -0.073
H 0.305 -0.836 -2.499
H 0.330 2.237 -1.885
H 1.622 1.331 -2.805
H 0.174 1.562 -3.542
H -1.792 0.054 -3.303
H -2.073 -0.692 -1.821
H -2.118 1.073 -1.989
H 0.930 -2.622 0.051
H 1.237 -2.607 -1.721
H 2.483 -2.654 -0.625
H -0.068 2.657 2.205
H 0.471 3.629 1.316
O 0.747 2.784 1.703
H -3.586 -1.319 1.844
H -2.182 -0.992 1.339
O -2.950 -1.560 1.172
H -0.719 -2.834 2.039
H 0.280 -2.258 3.058
O 0.093 -2.318 2.113
H -1.279 0.375 2.878
H -1.554 1.509 1.787
O -1.912 0.746 2.255
H -2.917 2.752 0.459
H -1.911 3.128 -0.594
O -1.991 2.630 0.225
```

Summary:
Electronic energy = -750.2284 hartree
ΔE to the lowest compared entry with this formula, charge and spin = 0.00 kcal/mol
Spin multiplicity = 2
HOMO-LUMO gap (spin up / spin down) = 0.1016 / 0.3699 Ha
Molar mass = 208.28 g mol⁻¹